A cluster of 13 separate species, C35H96O17 in total, computed with ωB97M-V with the def2-TZVPD basis set.

Spin multiplicity ... 1
DFT total energy ... -2669.81950 Ha
Orbital gap ... 10.20 eV
Charge ... 0
LUMO energy ... 0.0062 hartree
F_max ... 3.61 eV/A
Energy relative to the best compared isomer or geometry (same formula, charge and spin) ... 7.4125 eV

```
148
Properties=species:S:1:pos:R:3:forces:R:3
C -0.3323 0.9076 8.7408 1.0 -0.1 1.1
C 0.6895 1.6377 9.6695 -1.9 -0.3 -1.5
C 0.1183 2.0523 11.0401 1.3 0.4 0.0
O 1.8485 0.8362 9.8137 0.1 -0.1 1.0
H -1.1305 1.5892 8.4471 0.0 -0.2 -0.1
H -0.7004 0.0319 9.2754 -0.3 0.0 -0.2
H 0.2666 0.5731 7.8937 -0.4 0.0 -0.3
H 0.8921 2.5000 9.0343 0.6 0.6 0.6
H -0.4747 1.3487 11.6244 0.2 -0.5 -0.5
H -0.4369 2.9901 11.0602 -0.1 0.0 -0.6
H 1.0311 2.2820 11.5896 -0.1 -0.1 0.5
H 2.3891 0.8143 9.0207 -0.3 0.2 -0.2
C -2.4204 -9.0264 -3.7643 -0.6 0.9 -0.2
C -3.9526 -9.0781 -4.0057 -0.1 -1.2 -0.9
C -4.5226 -10.5165 -4.1372 0.0 -0.4 -0.4
O -4.7308 -8.3902 -3.0508 0.5 0.4 1.2
H -2.1710 -9.0531 -2.7035 0.1 -0.3 -0.1
H -2.0342 -8.0950 -4.1783 -0.2 0.5 0.4
H -1.8499 -9.7154 -4.3872 -0.4 -0.7 0.4
H -4.1217 -8.5077 -4.9190 0.1 -0.5 -0.6
H -4.4439 -11.1794 -3.2755 0.4 0.6 0.5
H -4.0976 -11.1324 -4.9297 0.4 0.4 -0.3
H -5.5896 -10.5327 -4.3593 -0.2 0.5 0.0
H -5.5800 -8.1789 -3.4456 0.0 -0.1 0.0
C 4.2947 10.1277 -0.6845 0.8 -1.1 -0.7
C 4.9870 8.9326 -1.3574 -0.1 3.1 -1.5
C 6.2046 9.4904 -2.2000 0.0 -2.1 0.6
O 5.2305 7.9871 -0.3997 0.8 -1.6 0.4
H 5.1190 10.6509 -0.1997 -0.5 0.5 0.4
H 3.6133 9.6415 0.0137 -0.3 0.8 0.0
H 3.8554 10.7045 -1.4984 -0.3 0.4 0.5
H 4.2683 8.5609 -2.0877 0.1 -0.7 0.1
H 5.9047 10.1985 -2.9725 0.0 0.0 0.3
H 6.6728 8.6208 -2.6612 -0.2 -0.1 -0.6
H 7.0660 9.8186 -1.6185 -0.4 0.8 0.5
H 5.9366 8.2853 0.1783 0.1 0.1 0.1
C 2.3069 5.6008 -8.7655 1.4 1.4 0.0
C 1.5081 4.7620 -7.8823 -2.0 -1.3 0.0
C 0.0545 5.2505 -7.8184 -0.1 0.7 1.3
O 1.4400 3.4966 -8.4766 -0.4 -1.8 -0.7
H 1.8062 5.6357 -9.7331 0.1 0.4 0.0
H 3.3214 5.2298 -8.9111 0.1 -0.3 0.0
H 2.4599 6.5614 -8.2737 -0.2 0.5 -0.5
H 1.8716 4.5558 -6.8756 0.3 0.9 0.3
H -0.5459 4.7098 -7.0868 0.2 -0.5 -0.1
H -0.5374 5.3020 -8.7322 0.6 -0.3 -0.3
H 0.0560 6.2528 -7.3899 0.1 0.3 -0.1
H 2.2984 3.2536 -8.8311 0.1 0.0 0.1
C -3.7085 -3.6022 -9.9827 0.4 0.1 -1.0
C -3.4966 -2.3783 -9.0716 0.3 -0.2 0.5
C -2.4777 -2.5497 -7.9064 -0.3 0.2 -0.4
O -3.0583 -1.2510 -9.8116 0.1 0.1 -0.7
H -4.5809 -3.5570 -10.6346 -0.8 0.3 0.7
H -3.7066 -4.5723 -9.4855 0.0 0.2 0.2
H -3.0103 -3.6355 -10.8190 1.0 0.0 0.5
H -4.4885 -2.1130 -8.7060 0.0 0.0 0.5
H -2.9236 -2.9244 -6.9851 0.2 -0.5 -0.2
H -2.0448 -1.5903 -7.6230 -0.6 0.5 0.1
H -1.5572 -3.0364 -8.2289 -0.3 -0.9 0.0
H -2.2622 -0.9326 -9.3797 -0.1 0.2 -0.2
C -9.5664 2.4374 -2.4514 1.0 -0.6 -0.5
C -9.6661 3.5134 -1.4082 2.1 0.8 -1.0
C -8.2223 3.9408 -0.9439 -0.9 -1.2 1.3
O -10.1426 4.6883 -2.0457 -1.2 0.1 0.3
H -9.2183 1.4937 -2.0314 -0.6 -0.2 0.3
H -8.7081 2.6485 -3.0892 0.0 0.5 -0.3
H -10.4147 2.3077 -3.1235 -0.2 0.0 0.4
H -10.3182 3.2294 -0.5822 0.1 -0.1 0.2
H -8.3257 4.4031 0.0378 0.1 0.2 0.1
H -7.6956 4.6544 -1.5776 -0.4 -0.3 -0.4
H -7.6274 3.0420 -0.7815 0.3 0.1 0.0
H -10.3242 5.2444 -1.2845 -0.2 0.7 -0.3
C 0.9353 -1.2217 -0.0317 0.9 -0.9 -0.9
C 0.8904 0.2024 -0.5052 -0.1 -0.8 -0.3
C -0.4149 0.7672 -0.1416 -1.0 1.9 -0.8
O 1.8990 0.8805 0.1456 1.7 0.9 1.2
H 1.8460 -1.7143 -0.3724 0.2 0.0 -0.1
H 0.1303 -1.7841 -0.5046 -0.2 -0.1 0.5
H 0.9800 -1.2891 1.0553 -0.5 0.1 0.0
H 1.0800 0.3305 -1.5710 -0.3 -0.5 -0.4
H -0.4171 1.8148 -0.4426 0.3 0.6 0.5
H -0.5579 0.7250 0.9382 -0.6 -0.3 -0.2
H -1.2111 0.4961 -0.8350 -0.4 -1.1 0.7
H 1.6811 1.8142 0.1945 0.0 0.1 -0.1
C -7.8766 -0.9885 4.6718 0.0 3.2 -1.7
C -7.6821 -1.8846 5.8018 -0.1 -0.1 0.7
C -8.9369 -2.0881 6.5609 -1.5 -0.3 0.4
O -7.2586 -3.1198 5.3306 1.0 -1.5 -0.4
H -8.5205 -0.1509 4.9398 -0.2 0.1 0.4
H -8.3334 -1.2898 3.7291 0.0 -1.1 0.3
H -6.9772 -0.4541 4.3661 0.4 -0.3 0.0
H -6.9107 -1.5376 6.4893 0.1 0.7 0.0
H -9.7211 -2.4055 5.8736 0.0 -0.3 -0.2
H -9.3713 -1.1955 7.0112 0.4 0.1 0.4
H -8.7845 -2.9027 7.2690 -0.2 0.2 0.3
H -6.7017 -3.4636 6.0330 0.1 -0.5 -0.2
C 6.5402 -8.1470 3.2472 -1.7 0.2 -1.4
C 6.9309 -8.8617 1.9460 2.0 -0.4 1.2
C 6.8433 -8.1030 0.6346 0.2 0.5 -0.2
O 8.2737 -9.4162 2.2338 -0.6 -0.6 -0.8
H 7.1715 -7.2829 3.4545 0.5 -0.6 0.5
H 6.3186 -8.9181 3.9850 1.0 0.4 0.5
H 5.5598 -7.6812 3.1471 -0.3 0.1 -0.4
H 6.3771 -9.7981 1.8779 -0.3 0.2 -0.2
H 7.2931 -7.1102 0.6343 -0.1 0.2 0.6
H 5.7988 -7.9775 0.3492 -0.1 0.0 0.0
H 7.3732 -8.5601 -0.2011 -0.2 -0.7 0.2
H 8.9758 -8.7954 2.4419 -0.5 0.6 -0.1
C 6.8727 1.0597 5.3987 0.4 -0.5 1.6
C 6.6527 -0.3743 4.9067 -2.1 2.0 0.4
O 7.1141 -0.4344 3.6138 1.6 -1.2 -1.8
O 5.8226 1.9341 5.0342 0.0 -0.1 -0.3
H 7.8374 1.4250 5.0465 0.1 0.0 -0.1
H 6.8947 1.0710 6.4885 0.0 0.1 0.1
H 5.5702 -0.4163 4.7864 -0.5 -0.5 0.8
H 6.9335 -1.1750 5.5909 0.7 0.1 -0.5
H 6.5516 0.1017 3.0500 0.1 -0.2 0.0
H 5.5540 1.6764 4.1494 -0.2 0.3 -0.2
C -1.0599 -7.2867 4.4909 -2.1 0.1 0.3
C -0.7976 -6.2361 5.6536 -1.3 1.1 -1.1
O -1.8046 -6.2600 6.6917 0.3 -1.4 0.2
O -1.8895 -6.7557 3.4377 0.9 1.3 -0.7
H -1.6915 -8.1125 4.8182 0.7 -0.3 1.0
H -0.2261 -7.7215 3.9398 0.5 0.4 0.6
H -1.0700 -5.2510 5.2750 0.8 0.0 -1.2
H 0.2080 -6.1100 6.0549 0.1 -0.9 0.0
H -1.4458 -5.7743 7.4380 -0.1 0.0 0.1
H -2.8256 -6.9656 3.4003 0.2 -0.4 0.8
C -2.1874 6.7629 4.7251 -1.0 1.0 -0.4
C -2.1561 8.0191 5.6255 1.3 -1.0 -0.2
O -3.2804 8.8206 5.5357 -1.0 0.4 -0.3
O -2.2384 7.0106 3.3190 1.1 1.1 -0.6
H -3.1866 6.3289 4.7635 0.4 -1.1 1.8
H -1.2684 6.1952 4.8703 -0.5 -0.5 0.3
H -1.2549 8.5912 5.4048 0.3 0.1 -0.2
H -2.0591 7.7301 6.6721 -0.1 -0.3 0.0
H -3.3032 9.2101 4.6585 -0.1 0.3 0.0
H -2.8549 7.7361 3.1958 -0.2 0.0 -0.3
C 9.1608 1.8623 -7.4720 0.5 -1.6 3.1
C 8.8896 2.3507 -5.9762 0.7 2.0 -0.8
O 8.1684 1.4674 -5.1863 -0.9 -1.4 -0.1
O 8.0348 1.2277 -8.0245 -0.5 1.1 -1.1
H 9.9256 1.0913 -7.3776 0.5 0.0 -0.2
H 9.5853 2.6823 -8.0513 -0.7 -0.1 -0.3
H 8.5264 3.3729 -6.0826 -1.4 -0.1 0.0
H 9.7262 2.6258 -5.3339 1.3 -0.6 -0.8
H 7.4119 1.8180 -4.7105 0.1 0.4 -0.4
H 7.6432 0.5654 -7.4504 0.4 0.1 0.5
```
Positions in Å, forces in eV/Å.